No. 1
This record from the OMol25 dataset describes a cluster of 2 separate species, C5HN2O4 in total in a non-equilibrium geometry. The level of theory is ωB97M-V/def2-TZVPD.

Calculated values
**Gap between HOMO and LUMO**: 7.8 eV
**Energy relative to the best compared isomer or geometry (same formula, charge and spin)**: 0.0000 eV
**Total charge**: -1
**Maximum force**: 3.9 eV/Å
**E_HOMO**: -4.351 eV
**Molecular weight**: 153.07 Da
**Spin multiplicity**: 1

Atoms and positions in Å:
C 2.99 -0.28 -0.23
C 1.80 -0.51 -0.32
C -0.30 -1.37 0.10
C -2.42 -0.20 -0.47
C -0.41 1.92 0.51
N -1.66 -0.86 0.20
N 0.45 -0.45 -0.37
O -0.12 -2.53 0.52
O -3.42 0.23 -0.95
O -0.70 2.22 -0.56
O -0.14 1.76 1.62
H 3.92 0.07 -0.05

No. 2
This record from the OMol25 dataset describes the molecule C25H19N3O3S2 in a non-equilibrium geometry. The level of theory is ωB97M-V/def2-TZVPD.

Calculated values
**Gap between HOMO and LUMO**: 7.6 eV
**Energy relative to the best compared isomer or geometry (same formula, charge and spin)**: 0.0000 eV
**Maximum force**: 1.1 eV/Å
**Structure (SMILES)**: Cc1ccc(C)c(NC(=O)CSc2nc3ccc(N4C(=O)c5ccccc5C4=O)cc3s2)c1
**E_HOMO**: -8.158 eV
**Molecular weight**: 473.58 Da
**Spin multiplicity**: 1

Atoms and positions in Å:
C -0.16 -1.83 -2.16
C -1.26 -2.02 -1.15
C -1.20 -3.08 -0.25
C -2.20 -3.24 0.69
C -3.26 -2.35 0.79
C -4.31 -2.53 1.84
C -3.31 -1.28 -0.11
N -4.32 -0.32 0.05
C -4.58 0.75 -0.73
O -4.23 0.89 -1.88
C -5.41 1.83 -0.02
S -4.55 3.43 -0.20
C -2.93 2.90 0.09
N -2.65 1.81 0.72
C -1.31 1.55 0.69
C -0.69 0.42 1.22
C 0.67 0.27 1.07
C 1.42 1.23 0.39
N 2.81 1.03 0.22
C 3.77 2.04 0.41
O 3.54 3.17 0.74
C 5.07 1.39 0.12
C 6.35 1.91 0.15
C 7.40 1.05 -0.18
C 7.16 -0.27 -0.52
C 5.87 -0.79 -0.55
C 4.83 0.06 -0.23
C 3.37 -0.18 -0.17
O 2.76 -1.19 -0.41
C 0.83 2.37 -0.14
C -0.54 2.52 0.02
S -1.57 3.79 -0.58
C -2.32 -1.14 -1.08
H 0.79 -1.69 -1.65
H -0.07 -2.71 -2.79
H -0.36 -0.97 -2.79
H -0.38 -3.78 -0.29
H -2.15 -4.07 1.38
H -4.16 -3.48 2.36
H -5.31 -2.54 1.41
H -4.27 -1.73 2.59
H -4.72 -0.32 0.98
H -5.56 1.63 1.04
H -6.37 1.97 -0.53
H -1.28 -0.32 1.74
H 1.16 -0.60 1.46
H 6.52 2.94 0.42
H 8.41 1.42 -0.16
H 8.00 -0.91 -0.77
H 5.68 -1.82 -0.82
H 1.41 3.12 -0.66
H -2.38 -0.31 -1.77

No. 3
This record from the OMol25 dataset describes a structure of composition C3H4FI in a non-equilibrium geometry. The level of theory is ωB97M-V/def2-TZVPD.

Calculated values
**Gap between HOMO and LUMO (spin up / spin down)**: 8.3 / 6.4 eV
**<S²>**: 2.005
**Energy relative to the best compared isomer or geometry (same formula, charge and spin)**: 0.1053 eV
**Maximum force**: 3.5 eV/Å
**E_HOMO (spin up / spin down)**: -7.352 / -9.753 eV
**Molecular weight**: 185.97 Da
**Spin multiplicity**: 3

Atoms and positions in Å:
C -0.92 -0.09 -0.07
C 0.38 -0.50 -0.76
C 0.29 0.57 0.25
F 0.50 1.80 -0.14
I 1.19 0.22 2.98
H -1.79 0.44 -0.58
H -1.13 -0.94 0.52
H 0.65 -1.48 -0.57
H 0.82 -0.03 -1.64

No. 4
This record from the OMol25 dataset describes the molecule C8H8O2S2 in a non-equilibrium geometry. The level of theory is ωB97M-V/def2-TZVPD.

Calculated values
**Gap between HOMO and LUMO**: 8.8 eV
**Energy relative to the best compared isomer or geometry (same formula, charge and spin)**: 0.7695 eV
**Maximum force**: 2.9 eV/Å
**Structure (SMILES)**: C=CCSc1ccsc1C(=O)O
**E_HOMO**: -8.828 eV
**Molecular weight**: 200.28 Da
**Spin multiplicity**: 1

Atoms and positions in Å:
C -2.04 0.82 2.06
C -2.46 0.60 0.78
C -2.53 -0.80 0.30
S -1.42 -1.11 -1.15
C 0.19 -0.95 -0.48
C 0.97 -2.10 -0.04
C 2.17 -1.76 0.48
S 2.32 -0.07 0.61
C 0.80 0.22 -0.22
C 0.49 1.56 -0.61
O -0.55 1.96 -1.09
O 1.51 2.41 -0.35
H -1.88 1.79 2.49
H -1.74 -0.07 2.70
H -2.88 1.40 0.16
H -3.51 -1.05 -0.10
H -2.50 -1.53 1.12
H 0.77 -3.20 -0.33
H 3.00 -2.38 0.87
H 1.04 3.33 -0.45